Record 1
A molecular structure, C31H50KN3O2PSi4Te. Source: OMol25; level of theory: wB97M-V/def2-TZVPD.

Last column: Löwdin charge in e.
Cartesian coordinates (Å):
K (-0.317, -0.106, -0.597)  0.4549
N (2.273, 0.566, 0.484)  0.0503
C (2.868, 1.790, 0.202)  -0.3130
C (4.243, 1.852, -0.075)  -0.0415
C (4.866, 3.053, -0.344)  -0.1020
C (4.143, 4.243, -0.336)  -0.1087
C (2.783, 4.186, -0.085)  -0.1176
C (2.117, 2.984, 0.154)  -0.2978
P (0.275, 2.959, 0.321)  1.1076
C (0.074, 4.316, 1.559)  -0.3410
C (-0.266, 5.627, 1.242)  -0.1034
C (-0.367, 6.597, 2.234)  -0.0976
C (-0.123, 6.268, 3.559)  -0.1041
C (0.220, 4.960, 3.883)  -0.0843
C (0.315, 3.991, 2.896)  -0.0973
C (-0.236, 3.791, -1.250)  -0.3812
C (-1.590, 4.120, -1.386)  -0.1227
C (-2.100, 4.591, -2.585)  -0.0950
C (-1.270, 4.717, -3.695)  -0.1046
C (0.067, 4.368, -3.584)  -0.0900
C (0.579, 3.911, -2.373)  -0.0864
H (2.926, -0.195, 0.598)  0.0814
H (1.589, 0.619, 1.280)  0.0243
H (4.816, 0.933, -0.054)  0.1070
H (5.931, 3.065, -0.547)  0.0965
H (4.629, 5.190, -0.526)  0.0916
H (2.207, 5.106, -0.089)  0.1046
H (-0.448, 5.911, 0.213)  0.0939
H (-0.632, 7.612, 1.963)  0.0952
H (-0.201, 7.022, 4.333)  0.0934
H (0.411, 4.687, 4.914)  0.1003
H (0.554, 2.963, 3.152)  0.0822
H (-2.254, 3.998, -0.537)  0.1089
H (-3.149, 4.848, -2.659)  0.0981
H (-1.666, 5.075, -4.636)  0.0946
H (0.722, 4.452, -4.443)  0.0986
H (1.629, 3.652, -2.306)  0.0976
C (-2.863, -2.046, 2.209)  -0.0154
C (-2.748, -0.635, 1.717)  -0.3256
N (-3.424, -0.162, 0.743)  0.0482
O (-4.305, -1.144, 0.219)  -0.0831
C (-1.753, 0.286, 2.359)  -0.3501
C (-2.149, 1.136, 3.524)  -0.0276
N (-0.566, 0.206, 1.878)  -0.2048
O (0.378, 0.938, 2.457)  -0.3170
H (-2.367, -2.707, 1.492)  0.0604
H (-3.901, -2.369, 2.295)  0.0817
H (-2.353, -2.149, 3.164)  0.0867
H (-4.756, -0.658, -0.477)  0.0777
H (-3.230, 1.283, 3.543)  0.0731
H (-1.649, 2.102, 3.459)  0.0541
H (-1.838, 0.684, 4.472)  0.0808
C (-2.938, -5.527, 1.165)  -0.2197
Si (-1.169, -6.058, 1.514)  0.3038
C (-0.590, -5.196, 3.073)  -0.2228
C (-1.223, -7.906, 1.875)  -0.2233
Si (0.282, -5.581, -0.249)  -0.1357
Te (0.967, -3.234, -0.337)  0.1789
Si (2.224, -6.841, 0.107)  0.2922
C (3.546, -6.309, -1.108)  -0.2341
C (2.840, -6.507, 1.848)  -0.2303
C (2.036, -8.709, -0.083)  -0.2210
Si (-0.736, -6.260, -2.235)  0.2958
C (-1.263, -8.067, -2.231)  -0.2203
C (-2.271, -5.233, -2.571)  -0.2239
C (0.449, -6.006, -3.666)  -0.2293
H (-3.525, -5.594, 2.087)  0.0305
H (-3.404, -6.177, 0.419)  0.0169
H (-3.000, -4.502, 0.793)  0.0072
H (-1.322, -5.333, 3.877)  0.0278
H (-0.451, -4.129, 2.897)  0.0112
H (0.371, -5.593, 3.407)  0.0135
H (-1.954, -8.112, 2.663)  0.0251
H (-0.249, -8.269, 2.215)  0.0104
H (-1.501, -8.485, 0.991)  0.0146
H (3.690, -5.228, -1.059)  0.0053
H (3.267, -6.560, -2.134)  0.0127
H (4.492, -6.809, -0.876)  0.0238
H (2.825, -5.433, 2.051)  0.0230
H (3.864, -6.872, 1.972)  0.0236
H (2.210, -7.001, 2.593)  0.0135
H (1.712, -8.974, -1.093)  0.0094
H (1.310, -9.126, 0.617)  0.0094
H (3.002, -9.192, 0.095)  0.0237
H (-2.039, -8.256, -1.484)  0.0150
H (-0.428, -8.735, -2.013)  0.0069
H (-1.668, -8.333, -3.213)  0.0240
H (-3.075, -5.476, -1.873)  0.0097
H (-2.632, -5.413, -3.589)  0.0238
H (-2.051, -4.167, -2.464)  0.0196
H (1.301, -6.688, -3.598)  0.0128
H (0.842, -4.987, -3.657)  0.0212
H (-0.057, -6.184, -4.620)  0.0229

Values from the calculation:
Orbital gap = 5.9 eV
Net charge = -1
Highest occupied orbital energy = -3.9 eV
Electronic energy = -105945.2736 eV
Energy above the lowest of the compared OMol25 structures with the same formula, charge and spin = 0.3391 eV
Molar mass = 806.8 g/mol

***

Record 2
A molecular structure, C31H50P2Ti in a non-equilibrium geometry. Source: OMol25; level of theory: wB97M-V/def2-TZVPD.

Last column: Löwdin charge in e.
Cartesian coordinates (Å):
Ti (0.316, 1.185, 0.248)  0.6419
C (-0.583, 3.097, -0.424)  -0.2963
C (-1.261, 2.668, 0.785)  -0.3047
C (0.968, 3.141, 1.330)  -0.2528
C (0.779, 3.440, -0.067)  -0.2577
C (-0.289, 2.670, 1.862)  -0.3049
C (-1.184, 3.344, -1.768)  -0.0275
H (-2.254, 3.109, -1.780)  0.0750
H (-0.693, 2.754, -2.554)  0.0743
H (-1.062, 4.399, -2.047)  0.0942
C (1.710, 4.214, -0.936)  -0.0165
H (1.145, 4.806, -1.670)  0.0892
H (2.396, 3.573, -1.502)  0.0765
H (2.322, 4.901, -0.337)  0.0931
C (2.169, 3.452, 2.157)  -0.0136
H (2.667, 4.361, 1.798)  0.0919
H (2.911, 2.644, 2.131)  0.0805
H (1.890, 3.602, 3.208)  0.0869
C (-0.580, 2.515, 3.315)  -0.0389
H (-0.484, 3.485, 3.825)  0.1034
H (0.122, 1.833, 3.809)  0.0603
H (-1.596, 2.148, 3.491)  0.0792
C (-2.732, 2.566, 0.994)  -0.0397
H (-3.104, 3.446, 1.540)  0.1050
H (-3.002, 1.691, 1.597)  0.0724
H (-3.278, 2.516, 0.049)  0.0721
C (-1.570, -3.370, -2.422)  -0.1401
C (-2.596, -2.556, -2.717)  -0.1611
C (-4.017, -2.825, -2.331)  -0.1812
C (-4.198, -3.394, -0.898)  -0.1719
C (-3.253, -2.869, 0.148)  -0.1176
C (-2.174, -3.556, 0.567)  -0.1475
C (-1.553, -4.705, -0.178)  -0.1634
C (-1.710, -4.691, -1.729)  -0.1648
H (-4.480, -3.548, -3.028)  0.1293
H (-4.170, -4.493, -0.945)  0.1098
H (-4.603, -1.896, -2.432)  0.1121
H (-2.652, -5.185, -2.010)  0.1106
H (-0.575, -3.170, -2.843)  0.1067
H (-2.473, -1.717, -3.406)  0.0975
H (-0.908, -5.343, -2.113)  0.1215
H (-0.476, -4.746, 0.070)  0.1111
H (-1.755, -3.375, 1.557)  0.0852
H (-1.982, -5.666, 0.169)  0.1304
H (-5.222, -3.138, -0.585)  0.1211
H (-3.605, -1.997, 0.710)  0.1028
P (-0.649, -0.307, -1.359)  0.8558
P (0.268, -0.620, 1.999)  0.8494
C (-0.026, -1.856, -0.574)  -0.3855
C (0.608, -1.987, 0.826)  -0.3520
H (0.593, -2.387, -1.308)  0.0960
H (-0.979, -2.386, -0.547)  0.0061
H (0.238, -2.903, 1.313)  0.0704
H (1.698, -2.099, 0.733)  0.0903
C (1.588, -0.683, 3.232)  -0.2251
H (1.505, 0.181, 3.902)  0.0408
H (2.565, -0.632, 2.734)  0.0583
H (1.527, -1.608, 3.821)  0.0630
C (-1.294, -0.951, 2.870)  -0.2251
H (-1.353, -1.991, 3.210)  0.0512
H (-2.158, -0.738, 2.230)  0.0315
H (-1.354, -0.286, 3.741)  0.0494
C (-0.204, -0.297, -3.108)  -0.2143
H (-0.477, 0.679, -3.536)  0.0525
H (-0.696, -1.094, -3.677)  0.0289
H (0.886, -0.419, -3.205)  0.0648
C (-2.410, -0.057, -1.050)  -0.2180
H (-2.628, 0.173, -0.003)  0.0298
H (-2.982, -0.954, -1.286)  0.0000
H (-2.792, 0.761, -1.674)  0.0697
C (2.305, 0.762, -0.739)  -0.1816
C (3.731, 0.891, -0.351)  -0.2976
C (4.312, 2.118, 0.017)  -0.0743
C (5.682, 2.223, 0.254)  -0.0786
C (6.506, 1.101, 0.137)  -0.0946
C (5.940, -0.138, -0.199)  -0.0851
C (4.565, -0.245, -0.413)  -0.0634
H (2.002, 1.522, -1.491)  0.0526
H (2.110, -0.258, -1.098)  0.0183
H (3.681, 3.000, 0.107)  0.0695
H (6.103, 3.195, 0.527)  0.1079
H (7.583, 1.185, 0.298)  0.1027
H (6.570, -1.019, -0.301)  0.1024
H (4.117, -1.205, -0.669)  0.0999

Values from the calculation:
Orbital gap (spin up / spin down) = 7.4 / 7.3 eV
Net charge = +1
⟨S²⟩ = 0.7565
Spin multiplicity = 2
Highest occupied orbital energy (spin up / spin down) = -9.7 / -9.8 eV
Electronic energy = -74644.0015 eV
Molar mass = 532.6 g/mol